# 1
Here is a cluster of 15 separate species, C46H49BrCl42FN2O5PS2 in total from OMol25. Energies are from ωB97M-V/def2-TZVPD.

Geometry as XYZ:
```
149
Properties=species:S:1:pos:R:3:forces:R:3
C 1.123 -6.580 3.102 0.8 0.9 -0.2
C 2.305 -5.769 2.500 -1.1 -0.5 -0.5
O 1.754 -4.958 1.412 0.3 0.4 0.5
C 1.961 -3.612 1.604 0.3 -0.6 -0.3
C 3.237 -3.116 1.294 -0.6 1.0 0.5
F 4.210 -3.921 0.866 -0.4 0.0 0.1
C 3.458 -1.752 1.431 0.5 0.7 0.0
C 2.427 -0.907 1.877 -0.3 0.5 0.2
C 1.144 -1.389 2.212 0.1 -1.0 -0.7
P -0.082 -0.131 2.805 0.6 1.0 1.2
O -1.265 -0.896 3.694 0.3 -0.4 -1.1
Br -1.005 0.647 0.885 0.0 -0.6 0.3
C 0.919 -2.786 2.044 -0.2 0.3 0.7
C -0.449 -3.402 2.296 -0.3 -1.0 -1.1
C -1.338 -3.090 1.042 0.4 0.5 0.4
C -0.774 -3.665 -0.267 0.0 -0.1 -0.9
C -1.522 -3.096 -1.506 0.7 0.2 1.3
N -2.895 -3.578 -1.634 1.0 0.9 -0.4
C -3.745 -2.779 -2.332 -1.1 -0.1 -0.4
C -4.999 -3.380 -2.412 1.8 0.0 0.6
C -4.820 -4.602 -1.671 -1.0 -0.5 -0.3
C -3.514 -4.725 -1.219 -0.9 0.6 -0.6
C 2.771 0.596 1.943 0.4 -0.1 -0.6
O 2.528 1.308 2.889 0.1 -0.4 -0.4
C 3.517 1.077 0.695 -0.5 -0.5 0.8
C 3.185 2.251 0.025 0.5 0.3 -0.3
C 2.016 3.147 0.437 -0.7 -0.9 -0.9
C 1.068 3.343 -0.797 -0.3 -0.6 0.1
C -0.340 3.861 -0.395 0.3 1.2 0.2
S -1.657 3.153 -1.471 0.0 -1.0 0.3
C -3.144 3.329 -0.484 -0.1 1.5 1.5
S -3.353 4.813 0.251 0.1 -0.3 -0.3
N -4.084 2.358 -0.269 1.0 0.1 -2.6
C -5.470 2.816 -0.150 -1.5 0.1 0.9
C -6.506 1.674 -0.372 1.7 0.7 0.0
O -6.274 1.161 -1.672 -0.1 0.0 -0.2
C -5.036 0.493 -1.777 0.3 -0.6 0.4
C -3.888 1.039 -0.861 -0.5 -1.8 0.3
C 3.980 2.575 -1.111 -0.3 -1.3 0.0
C 5.015 1.748 -1.519 0.1 -0.5 0.9
C 5.320 0.551 -0.825 0.2 0.4 0.5
C 4.566 0.220 0.283 -0.3 0.1 0.2
C 4.782 -1.066 1.073 -0.3 -0.1 -0.4
O 5.869 -1.514 1.354 -0.6 0.2 -0.3
H 0.426 -6.857 2.296 0.4 -0.2 0.2
H 1.571 -7.454 3.591 -0.6 0.2 0.1
H 0.562 -5.925 3.785 0.2 -0.5 0.1
H 3.038 -6.454 2.047 -0.1 0.4 0.2
H 2.766 -5.092 3.233 0.0 -0.4 -0.2
H -0.961 -0.916 4.614 -0.1 0.2 -0.1
H -0.925 -3.106 3.237 0.2 0.3 -0.4
H -0.368 -4.500 2.325 0.2 0.5 0.1
H -1.333 -1.988 0.945 -0.3 -0.5 -0.1
H -2.384 -3.403 1.184 0.4 0.0 0.1
H -0.769 -4.772 -0.301 -0.1 0.4 0.2
H 0.281 -3.377 -0.438 -0.4 0.0 0.4
H -0.921 -3.196 -2.426 -0.4 -0.4 0.2
H -1.581 -2.007 -1.310 -0.1 -0.4 -0.3
H -3.379 -1.836 -2.734 -0.1 -0.3 0.1
H -5.885 -2.959 -2.917 1.8 -0.2 0.4
H -5.627 -5.325 -1.532 0.4 0.2 0.1
H -3.025 -5.516 -0.661 -0.1 0.3 -0.1
H 2.343 4.114 0.835 -0.1 -0.3 0.0
H 1.414 2.606 1.183 0.4 0.5 0.0
H 0.912 2.350 -1.264 0.3 0.3 0.2
H 1.552 3.969 -1.565 -0.3 -0.1 0.3
H -0.559 3.668 0.668 -0.1 -0.3 -0.5
H -0.379 4.960 -0.497 -0.1 -0.4 0.0
H -5.619 3.248 0.853 0.1 -0.1 -0.3
H -5.713 3.615 -0.875 0.5 -0.3 0.2
H -7.514 2.105 -0.372 0.3 -0.2 0.2
H -6.357 0.930 0.435 -0.4 -0.1 -0.4
H -5.199 -0.568 -1.491 0.2 0.4 -0.1
H -4.684 0.472 -2.820 -0.5 0.4 0.2
H -2.954 0.905 -1.427 -0.3 0.7 0.3
H -3.797 0.313 -0.027 -0.1 0.4 -0.3
H 3.774 3.472 -1.679 -0.3 -0.6 -0.3
H 5.615 1.959 -2.401 -0.6 0.1 0.1
H 6.113 -0.134 -1.139 -0.2 0.4 0.0
C 1.147 -9.552 0.318 0.0 0.1 0.0
Cl -0.578 -9.878 0.497 0.1 0.0 0.0
Cl 1.408 -7.944 -0.365 0.0 -0.1 0.1
Cl 1.973 -9.706 1.872 0.1 -0.2 -0.1
H 1.563 -10.285 -0.363 0.0 0.0 0.0
C 3.118 0.076 -4.610 -0.1 -0.2 0.1
Cl 1.374 -0.142 -4.439 0.1 -0.1 0.0
Cl 3.485 1.617 -5.395 0.0 0.0 0.0
Cl 3.910 -0.007 -3.027 -0.9 -0.8 -1.3
H 3.502 -0.723 -5.233 0.0 0.1 0.0
C 0.410 4.769 4.219 -0.1 -0.1 -0.1
Cl 0.770 5.748 2.792 0.0 0.0 0.0
Cl -0.832 5.551 5.205 0.0 0.0 0.1
Cl -0.097 3.143 3.756 0.1 0.1 0.0
H 1.312 4.686 4.812 0.0 0.0 0.0
C -4.523 -9.779 -0.523 -0.1 0.0 0.0
Cl -5.934 -10.783 -0.864 0.1 0.0 0.0
Cl -4.900 -8.073 -0.764 0.1 0.0 0.0
Cl -3.938 -10.064 1.120 0.0 0.0 0.0
H -3.736 -10.053 -1.215 0.0 0.0 0.0
C -1.345 9.419 6.061 -0.1 0.0 -0.1
Cl -0.688 10.740 7.035 0.1 0.0 0.0
Cl -2.784 8.740 6.827 0.1 0.0 0.0
Cl -1.712 9.973 4.428 0.0 0.0 0.1
H -0.595 8.639 5.995 0.0 0.0 0.0
C 4.420 6.547 0.065 0.2 0.0 0.1
Cl 2.726 6.966 -0.223 0.0 -0.1 0.0
Cl 4.669 4.803 -0.177 0.6 2.0 0.7
Cl 5.480 7.494 -0.979 -0.1 0.0 0.1
H 4.657 6.788 1.095 0.0 0.0 0.0
C 8.898 3.740 -0.992 0.0 0.1 0.0
Cl 7.433 2.804 -1.314 1.0 0.4 0.3
Cl 8.619 5.441 -1.361 0.1 -0.1 0.3
Cl 9.414 3.528 0.682 -0.1 0.1 0.0
H 9.687 3.377 -1.639 0.0 0.0 0.0
C 11.267 0.181 0.481 0.1 0.0 0.1
Cl 11.172 1.158 -0.989 0.1 -0.2 -0.1
Cl 12.106 -1.338 0.164 -0.1 0.0 0.0
Cl 12.069 1.078 1.773 -0.1 0.0 0.0
H 10.257 -0.047 0.802 0.0 0.0 0.0
C 6.810 6.036 -4.877 0.0 0.0 0.0
Cl 6.107 7.653 -4.966 0.0 -0.1 0.0
Cl 8.545 6.128 -4.542 -0.2 0.0 -0.3
Cl 5.975 5.061 -3.666 0.0 0.0 -0.1
H 6.680 5.556 -5.839 0.0 0.0 0.0
C -9.443 -3.702 -2.897 0.1 0.1 0.1
Cl -10.226 -2.121 -2.928 0.0 -0.1 0.0
Cl -7.694 -3.529 -2.687 -1.9 -0.4 0.0
Cl -10.126 -4.708 -1.613 0.0 -0.1 0.0
H -9.627 -4.192 -3.845 0.0 0.0 0.1
C -2.829 12.922 9.300 -0.1 0.1 0.1
Cl -4.556 12.570 9.408 0.1 0.0 0.0
Cl -2.558 14.496 8.548 0.0 -0.1 0.0
Cl -2.076 12.853 10.896 0.0 0.0 0.0
H -2.368 12.166 8.677 0.0 0.0 0.0
C -12.614 -3.185 0.855 -0.1 0.0 0.1
Cl -14.024 -4.213 0.587 0.1 0.0 0.0
Cl -12.989 -1.500 0.485 0.0 0.0 0.0
Cl -12.031 -3.345 2.515 0.0 0.0 -0.1
H -11.826 -3.511 0.188 0.0 0.0 0.0
C 3.243 -7.101 -3.854 0.0 0.0 -0.1
Cl 3.778 -6.222 -5.288 0.0 0.0 0.1
Cl 1.497 -6.951 -3.645 0.0 0.1 -0.1
Cl 3.714 -8.800 -3.953 0.0 0.0 0.0
H 3.727 -6.665 -2.988 0.0 0.0 0.0
C -0.297 2.279 -7.649 -0.1 -0.1 0.1
Cl 0.684 0.907 -8.176 0.0 0.0 0.0
Cl -1.961 2.104 -8.212 0.0 0.0 0.0
Cl -0.246 2.445 -5.894 -0.1 0.2 -0.1
H 0.116 3.179 -8.088 0.0 0.0 0.0
```
Positions in Å, forces in eV/Å.

Output
Charge: 0
HOMO-LUMO gap (hartree): 0.264
Highest occupied orbital energy (Ha): -0.2921


# 2
Here is a structure of composition C46H49MoN8O4PSi2 from OMol25. Energies are from ωB97M-V/def2-TZVPD.

Geometry as XYZ:
```
111
Properties=species:S:1:pos:R:3:forces:R:3
Mo -0.185 -0.112 0.141 0.5 0.5 -0.4
N 0.339 -1.074 3.184 0.0 0.1 -0.3
P -0.961 -1.459 2.168 -0.2 -0.5 0.7
C -0.904 -3.292 1.991 -0.1 0.1 -0.1
C -1.444 -3.927 0.872 -0.2 0.0 0.1
C -1.509 -5.315 0.803 0.0 0.1 0.0
C -1.033 -6.082 1.856 0.0 0.0 0.1
C -0.511 -5.458 2.985 0.0 0.0 0.0
C -0.456 -4.074 3.059 0.1 -0.1 0.0
C -2.436 -1.400 3.228 0.1 0.0 0.0
C -3.626 -1.845 2.649 0.0 0.0 0.1
C -4.795 -1.868 3.388 0.0 0.0 0.0
C -4.782 -1.471 4.721 0.0 0.0 0.0
C -3.594 -1.071 5.311 0.1 0.0 0.0
C -2.420 -1.028 4.567 0.0 0.0 0.0
C 1.584 -0.744 2.663 0.0 0.0 -0.2
C 2.734 -0.960 3.424 -0.1 0.0 0.2
C 3.962 -0.675 2.881 0.2 0.0 0.0
C 4.033 -0.153 1.590 0.2 0.0 0.1
C 2.868 0.055 0.910 -0.3 0.0 0.0
N 1.644 -0.242 1.416 0.0 0.0 0.3
H 0.362 -1.434 4.122 0.0 -0.1 0.2
H -1.832 -3.341 0.050 0.0 -0.1 0.1
H -1.933 -5.794 -0.073 0.0 0.1 0.1
H -1.083 -7.164 1.808 0.0 0.1 0.0
H -0.158 -6.052 3.821 0.0 0.0 -0.1
H -0.077 -3.623 3.969 0.0 0.0 -0.1
H -3.644 -2.196 1.624 0.0 0.0 0.0
H -5.716 -2.206 2.930 0.0 0.0 0.0
H -5.696 -1.488 5.302 0.1 0.0 0.0
H -3.573 -0.787 6.357 0.0 0.0 -0.1
H -1.510 -0.706 5.053 0.1 0.1 0.0
H 2.639 -1.363 4.426 0.0 0.0 -0.1
H 4.864 -0.855 3.455 -0.1 0.0 0.0
H 4.977 0.099 1.128 0.0 0.0 0.0
H 2.886 0.500 -0.070 -0.1 0.0 -0.1
O 3.761 -2.363 -3.907 0.0 -0.1 0.0
C 3.416 -3.328 -3.074 0.1 -0.1 0.0
O 3.810 -4.457 -3.164 0.0 0.1 0.0
C 2.478 -2.983 -1.954 0.0 0.0 -0.1
C 2.119 -3.913 -1.005 0.0 -0.3 0.2
N 1.266 -3.318 -0.162 0.2 -0.2 0.1
N 1.036 -2.047 -0.493 -0.2 0.2 -0.1
C 1.775 -1.833 -1.583 0.0 0.2 0.0
C 1.743 -0.457 -2.142 -0.4 0.2 0.4
O 2.405 -0.135 -3.096 0.2 0.1 -0.3
O 0.954 0.358 -1.476 0.2 -0.4 -0.3
H 3.332 -1.512 -3.682 0.0 0.2 0.0
H 2.425 -4.946 -0.903 0.0 0.2 0.0
H 0.795 -3.725 0.633 0.0 0.0 0.0
C 1.034 4.948 1.398 -0.1 0.3 0.0
Si 1.309 3.118 1.164 -0.1 -0.1 0.0
C 2.179 3.046 -0.483 0.2 0.0 -0.2
C 2.415 2.693 2.610 0.2 0.1 0.2
C -0.326 2.057 1.137 0.0 0.1 -0.4
C -1.079 2.484 -0.073 0.1 0.1 0.1
C -1.528 3.739 -0.498 0.0 0.2 0.0
C -2.107 3.850 -1.744 0.0 0.1 0.0
C -2.235 2.724 -2.564 -0.1 0.2 -0.1
C -1.809 1.520 -2.084 0.0 -0.1 0.2
N -1.281 1.419 -0.846 -0.2 0.0 -0.1
Si -1.429 2.503 2.649 0.0 -0.3 -0.1
C -3.086 1.694 2.360 -0.2 -0.1 0.0
C -1.885 4.296 2.867 0.0 0.3 -0.2
C -0.563 2.095 4.239 0.0 0.2 0.3
H 2.038 5.390 1.337 -0.1 -0.1 0.0
H 0.628 5.213 2.373 0.1 0.0 -0.1
H 0.431 5.427 0.622 0.1 0.0 0.1
H 3.223 3.359 -0.349 -0.1 0.0 0.0
H 1.711 3.776 -1.154 0.1 -0.1 0.0
H 2.170 2.093 -1.003 0.0 0.1 0.0
H 3.448 2.953 2.339 -0.2 -0.1 0.1
H 2.404 1.664 2.959 0.0 0.1 0.0
H 2.142 3.331 3.458 0.1 -0.1 -0.1
H -1.399 4.602 0.140 0.0 -0.1 -0.2
H -2.449 4.817 -2.098 0.0 -0.1 0.0
H -2.659 2.790 -3.558 0.0 0.0 0.1
H -1.885 0.619 -2.672 0.0 -0.1 0.0
H -3.545 2.138 1.466 0.0 0.0 0.1
H -3.755 1.901 3.203 0.1 0.0 -0.1
H -3.052 0.614 2.236 -0.1 0.1 -0.1
H -2.236 4.804 1.966 0.0 0.0 0.2
H -1.088 4.892 3.310 -0.1 0.0 0.0
H -2.721 4.296 3.578 0.1 0.0 -0.1
H -0.303 1.055 4.352 0.1 -0.3 0.1
H -1.196 2.400 5.084 0.1 -0.1 -0.1
H 0.365 2.676 4.301 -0.2 -0.1 0.0
N -5.088 -4.160 -3.560 0.2 -0.1 -0.1
C -6.384 -4.563 -3.780 0.0 -0.1 0.0
C -6.941 -5.520 -4.632 0.1 0.0 0.0
C -8.306 -5.657 -4.575 -0.1 0.0 0.0
C -9.103 -4.872 -3.708 0.0 0.0 -0.1
C -8.548 -3.935 -2.875 0.0 0.1 0.1
C -7.154 -3.782 -2.911 -0.2 0.1 0.1
N -6.344 -2.931 -2.192 -0.2 0.0 0.0
C -5.131 -3.181 -2.604 0.1 0.0 0.0
C -3.972 -2.486 -2.071 -0.1 0.0 0.0
C -2.657 -2.752 -2.453 0.0 -0.1 -0.2
C -1.620 -2.073 -1.859 0.0 0.4 -0.1
N -1.804 -1.132 -0.911 -0.1 -0.3 -0.2
C -3.084 -0.835 -0.581 0.2 0.0 0.1
C -4.163 -1.478 -1.119 -0.3 -0.1 0.0
H -4.281 -4.504 -4.049 0.0 0.0 0.0
H -6.339 -6.119 -5.306 0.0 0.0 0.1
H -8.790 -6.387 -5.212 0.0 0.0 0.0
H -10.177 -5.017 -3.713 0.1 0.0 0.0
H -9.152 -3.324 -2.214 0.0 -0.1 0.0
H -2.417 -3.484 -3.216 0.0 0.1 0.1
H -0.607 -2.272 -2.168 0.0 0.0 0.1
H -3.225 -0.041 0.139 0.0 0.0 0.1
H -5.171 -1.214 -0.817 0.1 0.0 0.0
```
Positions in Å, forces in eV/Å.

Output
Spin multiplicity: 3
Charge: +2
HOMO-LUMO gap (alpha / beta) (hartree): 0.256 / 0.231
Energy above the lowest of the compared OMol25 structures with the same formula, charge and spin (kcal per mole): 9.0
Highest occupied orbital energy (alpha / beta) (Ha): -0.4670 / -0.4676
Expectation value of S²: 2.034